{"formula": "C7H12O", "method": "ωB97M-V with the def2-TZVPD basis set", "symbols": ["C", "C", "C", "C", "C", "C", "C", "O", "H", "H", "H", "H", "H", "H", "H", "H", "H", "H", "H", "H"], "xyz": [[-1.07272, 1.51355, -0.59703], [-1.12302, 0.55966, 0.78736], [-0.66783, -0.83796, 0.77895], [0.93573, -1.37670, 1.15681], [1.62110, -0.94103, -0.19511], [0.45093, -0.14452, -0.82651], [-0.04604, 0.88589, -1.58865], [-0.59367, -0.90524, -0.48622], [-1.96107, 1.60600, -1.21295], [-1.04473, 2.52264, -0.09880], [-0.90675, 1.30087, 1.65394], [-2.11229, 0.27681, 0.84148], [-1.20169, -1.44665, 1.41269], [1.10149, -2.66764, 1.20540], [1.21112, -0.72337, 2.05162], [2.52849, -0.23820, -0.09451], [1.91498, -1.87369, -0.85583], [0.77407, 0.39097, 0.06931], [-0.59823, 0.38765, -2.35443], [0.79013, 1.71097, -1.64753]], "forces_ev_per_a": [[-0.5, -0.7, 2.1], [-0.8, 5.6, 2.1], [5.3, -0.1, 4.4], [-0.2, -0.6, -0.4], [3.0, -2.2, -2.4], [5.1, -2.1, 4.6], [1.4, 5.4, -1.1], [-3.4, -5.3, -6.8], [-0.9, -0.6, 0.7], [1.2, -0.6, -1.2], [-0.3, -1.5, -1.0], [-2.9, 0.5, 0.5], [-2.1, -1.8, 0.4], [-0.9, 4.1, 0.5], [0.3, -1.5, -0.9], [-1.2, -1.3, -0.1], [-0.2, 1.5, 1.5], [-1.3, 1.9, 0.4], [-0.1, 0.9, -1.8], [-1.5, -1.6, -1.5]], "homo_ev": -8.9, "smiles": "C1C[C@@H]2CC[C@@H](C1)O2"}

***

{"formula": "C4H14N3", "method": "ωB97M-V with the def2-TZVPD basis set", "symbols": ["C", "C", "H", "H", "H", "H", "H", "H", "C", "C", "N", "N", "N", "H", "H", "H", "H", "H", "H", "H", "H"], "xyz": [[1.88429, -0.47838, 1.96901], [2.04643, 0.78025, 1.10984], [1.91634, -1.41092, 1.40179], [2.79513, -0.62858, 2.54177], [1.07593, -0.43261, 2.68633], [3.12069, 0.82041, 0.95549], [1.65476, 0.76963, 0.09108], [1.73354, 1.68981, 1.60514], [-0.71535, 0.01275, -2.67636], [-1.53710, -0.08587, -0.35049], [-1.60477, -0.43915, -1.62261], [-1.87471, -0.98012, 0.61426], [-0.98408, 1.04644, 0.05463], [-2.20697, -1.20957, -1.86324], [-2.35694, -1.82522, 0.31303], [-2.41949, -0.68926, 1.42187], [-0.30884, 1.59133, -0.45713], [-0.81093, 1.11710, 1.04680], [-1.23993, -0.22013, -3.59248], [0.26474, -0.47815, -2.69688], [-0.43272, 1.05023, -2.55187]], "forces_ev_per_a": [[0.5, -0.3, -0.2], [1.0, -0.5, -0.2], [-0.7, 0.1, -0.2], [0.0, 0.4, 0.4], [-0.4, -0.3, -0.1], [0.1, 0.6, -0.2], [-0.3, -0.3, 0.1], [0.0, 0.2, 0.2], [0.5, 0.0, -0.1], [0.8, -0.6, 0.1], [0.2, -0.1, 0.3], [-1.8, -0.6, 0.1], [0.2, 0.4, 0.7], [0.1, -0.1, 0.2], [0.5, 0.1, -0.4], [0.6, 0.7, 0.1], [-0.4, -0.1, -0.5], [0.0, -0.1, 0.0], [0.2, 0.5, -0.4], [-0.4, -0.5, 0.3], [-0.6, 0.4, -0.4]], "homo_ev": -14.6, "total_charge": 1}

***

{"formula": "C38H58N5O2", "method": "ωB97M-V with the def2-TZVPD basis set", "symbols": ["C", "C", "C", "C", "C", "C", "C", "C", "C", "C", "C", "C", "C", "C", "C", "C", "O", "C", "O", "C", "C", "C", "N", "C", "C", "H", "H", "H", "H", "H", "H", "H", "H", "H", "H", "H", "H", "H", "H", "H", "H", "H", "H", "H", "H", "H", "H", "H", "H", "H", "H", "H", "H", "H", "H", "H", "H", "H", "H", "H", "H", "H", "H", "N", "C", "C", "C", "C", "H", "H", "H", "H", "H", "N", "C", "C", "C", "C", "H", "H", "H", "H", "H", "N", "C", "C", "C", "C", "H", "H", "H", "H", "H", "N", "C", "C", "C", "C", "H", "H", "H", "H", "H"], "xyz": [[0.39518, -3.74789, 2.15746], [-0.93607, -4.55950, 2.40502], [-1.87601, -4.75369, 1.13883], [-1.14735, -4.76084, -0.25450], [-1.38743, -3.47979, -1.15784], [-1.68361, -2.13559, -0.37644], [-3.25356, -1.79197, -0.39701], [-3.74967, -1.32689, 1.04993], [-3.39513, 0.17858, 1.39373], [-3.60327, 1.20028, 0.20869], [-2.29618, 1.55851, -0.58577], [-1.16986, 2.25794, 0.30600], [-0.14212, 1.09634, 0.71041], [0.38972, 1.38862, 2.17257], [1.01362, 0.06420, 2.77351], [2.59340, -0.03264, 2.72178], [3.25737, 1.09561, 2.10058], [3.37606, 0.95639, 0.74393], [3.05884, 1.87100, 0.03290], [3.94872, -0.29673, 0.02589], [2.94250, -1.26173, -0.48625], [3.43615, -2.45881, -1.12547], [4.78512, -2.66569, -1.22940], [5.75886, -1.80755, -0.79156], [5.38979, -0.57454, -0.13288], [1.24541, -4.48705, 2.11457], [0.41676, -3.14510, 1.21740], [0.58188, -3.08680, 3.04934], [-1.53709, -3.96790, 3.15749], [-0.77846, -5.56289, 2.87800], [-2.35279, -5.77057, 1.25587], [-2.72215, -4.02395, 1.21971], [-1.56499, -5.63484, -0.83529], [-0.04081, -4.95369, -0.19870], [-2.24985, -3.69025, -1.83744], [-0.48252, -3.28610, -1.80939], [-1.09759, -1.31281, -0.88029], [-1.39446, -2.14099, 0.70470], [-3.53493, -1.08474, -1.21310], [-3.76491, -2.78222, -0.58465], [-3.26039, -1.98000, 1.83380], [-4.85539, -1.51365, 1.17674], [-4.11062, 0.49069, 2.21129], [-2.37685, 0.20103, 1.85984], [-4.03603, 2.15827, 0.59298], [-4.33526, 0.75881, -0.52299], [-1.83211, 0.64311, -1.04619], [-2.51581, 2.27653, -1.42728], [-1.61894, 2.62482, 1.26461], [-0.65327, 3.09392, -0.23847], [-0.63931, 0.09686, 0.72424], [0.66126, 1.06655, -0.07191], [1.03744, 2.29436, 2.25305], [-0.52845, 1.60746, 2.79289], [0.69190, -0.04638, 3.84638], [0.58028, -0.81465, 2.22477], [2.86287, -1.03091, 2.28953], [2.95323, -0.05267, 3.78861], [1.85492, -1.03535, -0.33909], [2.67165, -3.19471, -1.47925], [5.08450, -3.54178, -1.67245], [6.84372, -2.04714, -0.90101], [6.11790, 0.16326, 0.26284], [-7.21344, -4.56119, -2.03329], [-7.98339, -3.50136, -1.63609], [-7.70193, -3.24457, -0.31910], [-6.72005, -4.18197, 0.09322], [-6.43672, -4.97890, -0.98646], [-7.21747, -4.96924, -2.95186], [-8.66396, -3.02442, -2.32280], [-8.15042, -2.46894, 0.28164], [-6.27103, -4.26305, 1.07119], [-5.75306, -5.80509, -1.09990], [5.36763, 5.03539, -0.42802], [5.99424, 6.03065, -1.12984], [5.71722, 5.84826, -2.45990], [4.88664, 4.70233, -2.56594], [4.68578, 4.22388, -1.29652], [5.40217, 4.91973, 0.56954], [6.58201, 6.77890, -0.62242], [6.07038, 6.46955, -3.26775], [4.48152, 4.27735, -3.47112], [4.12068, 3.37991, -0.93658], [5.41541, 6.18703, 3.19267], [5.40814, 7.28206, 2.36730], [6.22767, 8.23138, 2.91919], [6.75528, 7.68883, 4.11999], [6.23911, 6.42722, 4.26093], [4.89762, 5.33977, 3.03874], [4.82016, 7.29002, 1.46287], [6.42788, 9.20759, 2.50660], [7.43702, 8.17017, 4.80321], [6.38423, 5.68187, 5.02629], [-3.68746, 0.48603, -5.38714], [-4.86102, -0.21754, -5.35580], [-4.62220, -1.41023, -4.72351], [-3.25274, -1.42493, -4.35409], [-2.70305, -0.24056, -4.77422], [-3.56751, 1.39625, -5.79650], [-5.76141, 0.19004, -5.78623], [-5.35024, -2.18588, -4.54471], [-2.72950, -2.21491, -3.83743], [-1.69996, 0.14645, -4.69151]], "forces_ev_per_a": [[0.4, -0.9, 0.7], [-0.9, 0.8, 0.0], [0.2, -0.8, 0.5], [-0.5, -0.1, -0.8], [0.4, 0.3, 0.4], [-0.8, 0.5, -0.7], [0.3, -1.1, 1.3], [0.2, 0.2, -0.5], [-0.9, -0.1, 0.4], [0.5, -0.2, -0.3], [0.4, 0.9, -0.2], [-0.2, -1.9, -0.1], [0.0, 1.6, 0.6], [-0.7, -1.1, -0.1], [0.2, 0.5, 0.0], [-0.7, -1.0, 2.0], [0.1, -1.7, -1.6], [0.0, 1.4, -0.1], [0.4, -0.8, 0.1], [0.0, -2.4, -0.1], [2.7, 0.2, 0.0], [-1.2, 2.2, 1.3], [-0.1, 0.2, 0.0], [-0.7, 2.2, 1.2], [-2.4, -1.1, -0.6], [-0.6, 0.9, -0.1], [-0.2, -0.4, 0.8], [-0.1, -0.5, -1.0], [0.6, -0.7, -0.7], [0.3, 1.0, -0.4], [0.4, 1.1, -0.1], [0.8, -0.5, -0.5], [0.6, 0.8, 0.6], [-1.0, 0.1, 0.4], [0.7, 0.3, 0.5], [-0.9, -0.5, 0.5], [-0.6, -0.7, 0.6], [0.1, -0.3, -0.9], [0.2, -0.6, 0.7], [0.3, 1.1, 0.0], [-0.4, 0.6, -0.8], [1.0, 0.4, -0.4], [0.8, -0.3, -0.7], [-0.8, 0.3, -0.6], [0.3, -0.8, -0.3], [0.5, 0.5, 0.8], [-0.6, 0.8, 0.3], [-0.2, -0.9, 0.7], [0.3, 0.0, -0.9], [-0.5, -0.8, 0.6], [0.3, 0.9, 0.0], [-0.5, 0.0, 0.7], [-0.3, -0.9, -0.2], [0.9, -0.2, -0.6], [0.4, 0.1, -1.0], [0.3, 0.8, 0.5], [0.2, 1.0, 0.0], [-0.1, 0.2, -1.2], [1.1, -0.5, -0.3], [1.3, 0.4, 0.1], [-0.1, 0.5, 0.2], [-1.3, -0.2, -0.1], [-0.4, -0.9, -0.5], [0.0, 0.1, 0.1], [0.0, 0.0, -0.1], [-0.1, 0.1, -0.1], [0.2, -0.1, 0.0], [0.1, -0.1, 0.0], [0.0, 0.0, 0.1], [0.0, 0.0, 0.1], [0.0, 0.0, 0.0], [0.0, 0.0, 0.0], [-0.1, 0.0, 0.0], [0.0, 0.0, -0.1], [0.1, 0.1, 0.0], [0.1, 0.1, 0.1], [0.0, -0.1, 0.0], [0.0, -0.1, 0.0], [0.1, 0.1, -0.1], [0.0, 0.0, 0.0], [0.0, 0.0, 0.1], [0.0, 0.0, 0.0], [0.1, 0.2, -0.1], [0.1, 0.0, -0.1], [-0.1, 0.0, -0.1], [0.0, 0.0, -0.1], [0.0, -0.1, 0.1], [0.0, 0.0, 0.1], [0.0, 0.1, 0.1], [0.0, 0.1, 0.1], [0.0, -0.1, 0.0], [0.0, 0.0, 0.0], [0.0, 0.1, 0.0], [0.0, -0.1, 0.1], [0.0, 0.0, -0.1], [-0.1, 0.0, 0.0], [0.2, 0.0, 0.1], [0.1, 0.0, 0.0], [0.0, -0.1, 0.0], [0.0, -0.1, 0.0], [0.0, 0.1, 0.0], [0.0, 0.0, 0.0], [0.0, 0.0, 0.0]], "homo_ev": -9.7, "total_charge": 1}